Record 1
Below is a molecular structure, C26H28N5O3V in a non-equilibrium geometry, with properties calculated with ωB97M-V with the def2-TZVPD basis set.

```
63
Properties=species:S:1:pos:R:3:nbo_charge:R:1
V -5.370 -16.796 -7.930 1.283
C -9.620 -18.185 -6.753 -0.259
C -8.529 -17.717 -7.533 0.067
N -7.288 -17.712 -7.080 -0.493
C -7.045 -18.053 -5.774 0.191
C -8.074 -18.354 -4.872 -0.106
C -9.385 -18.437 -5.405 -0.116
C -7.693 -18.720 -3.560 -0.236
C -6.365 -18.580 -3.090 -0.167
C -5.322 -18.417 -4.016 -0.270
C -5.634 -18.208 -5.383 0.177
N -4.700 -17.938 -6.377 -0.744
C -3.557 -18.651 -6.597 0.160
C -2.546 -18.919 -5.672 -0.258
C -1.384 -19.599 -6.053 -0.189
C -1.254 -20.095 -7.313 -0.222
C -2.182 -19.792 -8.359 -0.093
C -2.117 -20.260 -9.704 -0.122
C -3.100 -19.892 -10.568 -0.266
C -4.128 -19.037 -10.127 0.063
N -4.273 -18.653 -8.849 -0.476
C -3.355 -19.090 -7.949 0.194
H -10.574 -18.279 -7.261 0.233
H -8.684 -17.431 -8.554 0.198
H -10.167 -18.813 -4.769 0.225
H -8.394 -19.040 -2.818 0.216
H -6.092 -18.648 -2.046 0.220
H -4.321 -18.405 -3.665 0.212
H -2.621 -18.535 -4.664 0.211
H -0.535 -19.734 -5.358 0.225
H -0.381 -20.715 -7.526 0.215
H -1.187 -20.770 -10.017 0.231
H -3.112 -20.281 -11.576 0.233
H -4.880 -18.628 -10.799 0.201
C -7.139 -12.194 -5.392 -0.417
N -7.371 -13.179 -6.476 -0.388
C -8.711 -13.277 -7.137 -0.410
C -6.482 -14.144 -6.810 0.661
O -6.782 -15.007 -7.695 -0.676
C -5.108 -14.120 -6.187 -0.154
O -4.319 -15.163 -6.716 -0.537
C -3.036 -14.803 -7.304 -0.157
C -3.231 -14.899 -8.817 0.666
O -4.015 -15.790 -9.248 -0.683
N -2.483 -14.177 -9.664 -0.381
C -2.395 -14.592 -11.080 -0.418
C -1.723 -13.011 -9.245 -0.421
H -7.556 -12.467 -4.409 0.224
H -7.513 -11.214 -5.739 0.226
H -6.030 -12.020 -5.312 0.207
H -8.534 -13.535 -8.181 0.237
H -9.189 -12.302 -7.056 0.212
H -9.377 -13.983 -6.640 0.217
H -5.139 -14.121 -5.071 0.232
H -4.643 -13.148 -6.455 0.204
H -2.288 -15.583 -7.003 0.257
H -2.710 -13.831 -6.866 0.219
H -3.089 -14.019 -11.675 0.217
H -2.737 -15.648 -11.000 0.243
H -1.362 -14.563 -11.450 0.221
H -2.412 -12.275 -8.757 0.208
H -1.276 -12.504 -10.093 0.238
H -0.919 -13.316 -8.538 0.213
```

* frontier orbital gap (spin up / spin down): 6.36 / 6.74 eV
* calculated total energy: -2450.92227 Eh
* total charge: +1
* energy relative to the best compared isomer or geometry (same formula, charge and spin): 0.0 kJ/mol
* 2S+1: 4
* LUMO energy (spin up / spin down): -2.23 / -2.24 eV

Record 2
Below is a single C26H28N6O4 molecule in a non-equilibrium geometry, with properties calculated with ωB97M-V with the def2-TZVPD basis set.

```
64
Properties=species:S:1:pos:R:3:nbo_charge:R:1
C 0.761 3.117 -3.901 -0.249
H 0.304 4.007 -3.456 0.180
O 0.551 1.974 -3.109 -0.512
C 1.057 1.953 -1.838 0.235
C 1.797 2.993 -1.296 -0.275
C 2.312 2.910 -0.015 -0.217
C 2.089 1.782 0.743 -0.206
C 1.340 0.730 0.233 -0.066
C 0.809 0.805 -1.058 0.330
O 0.118 -0.295 -1.476 -0.548
C -0.850 -0.227 -2.501 -0.236
H -0.387 -0.147 -3.485 0.193
H -1.536 0.609 -2.349 0.180
H -1.398 -1.166 -2.426 0.199
C 1.072 -0.455 1.150 -0.102
C 0.922 -1.733 0.384 0.375
N -0.089 -2.570 0.325 -0.345
N 0.291 -3.577 -0.451 -0.059
N 1.476 -3.419 -0.860 -0.077
N 1.931 -2.269 -0.351 -0.201
C 3.256 -1.793 -0.628 -0.256
C 3.304 -0.890 -1.838 0.049
C 2.635 -1.254 -3.000 -0.240
C 2.690 -0.440 -4.116 -0.194
C 3.425 0.733 -4.086 -0.225
C 4.096 1.096 -2.931 -0.199
C 4.033 0.289 -1.809 -0.236
H 4.552 0.580 -0.907 0.214
H 4.669 2.011 -2.899 0.214
H 3.476 1.360 -4.964 0.212
H 2.164 -0.726 -5.015 0.214
H 2.069 -2.174 -3.024 0.231
H 3.641 -1.269 0.251 0.218
H 3.870 -2.682 -0.814 0.243
N 0.034 -0.088 2.088 -0.446
C -1.255 0.345 1.596 -0.219
C -2.297 -0.785 1.512 -0.261
N -2.405 -1.416 2.807 -0.415
C -3.370 -1.252 3.739 0.625
O -3.218 -1.632 4.896 -0.638
C -4.667 -0.646 3.376 0.156
C -5.643 -0.288 4.273 -0.231
C -6.727 0.200 3.515 -0.321
C -6.343 0.100 2.213 0.105
O -5.105 -0.406 2.116 -0.401
H -6.842 0.345 1.295 0.203
H -7.661 0.570 3.885 0.230
H -5.571 -0.374 5.337 0.245
C -1.136 -1.981 3.220 -0.261
C -0.090 -0.860 3.307 -0.218
H -0.401 -0.166 4.098 0.201
H 0.882 -1.276 3.577 0.199
H -0.840 -2.727 2.478 0.226
H -1.270 -2.447 4.196 0.246
H -1.953 -1.541 0.799 0.240
H -3.251 -0.383 1.186 0.230
H -1.624 1.107 2.297 0.193
H -1.131 0.811 0.620 0.209
H 1.978 -0.587 1.766 0.223
H 2.478 1.710 1.746 0.218
H 2.889 3.731 0.382 0.217
H 1.988 3.879 -1.879 0.222
H 1.827 3.297 -4.071 0.178
H 0.276 2.901 -4.852 0.202
```

* frontier orbital gap: 8.49 eV
* calculated total energy: -1636.98589 Eh
* energy relative to the best compared isomer or geometry (same formula, charge and spin): 165.7 kJ/mol
* LUMO energy: 0.50 eV